*w*
{"formula": "C3H10NO", "method": "ωB97M-V/def2-TZVPD", "symbols": ["C", "O", "H", "H", "H", "C", "N", "C", "H", "H", "H", "H", "H", "H", "H"], "positions_angstrom": [[-0.7393, -1.9916, 0.8137], [-1.6179, -1.0563, 0.3754], [-0.7270, -2.8719, 0.1290], [0.3326, -1.7277, 1.0131], [-1.0213, -2.3833, 1.8324], [1.1346, 0.2840, -1.1511], [-0.1844, 0.9400, -0.9246], [-0.1604, 1.8859, 0.2090], [0.8991, -0.6513, -1.6386], [1.7920, 0.9917, -1.6605], [1.5879, 0.1388, -0.1631], [-0.7391, 0.1633, -0.4245], [-1.1764, 1.8983, 0.6054], [0.2007, 2.8787, -0.0753], [0.4189, 1.5013, 1.0595]], "lowdin_charge": [-0.463, -0.414, 0.033, 0.028, 0.030, -0.174, -0.199, -0.196, 0.065, 0.049, 0.046, 0.025, 0.064, 0.049, 0.057], "orbital_gap_ev": 6.942, "charge": -1, "homo_ha": -0.0945}

*x*
{"formula": "C3H10NO", "method": "ωB97M-V/def2-TZVPD", "symbols": ["C", "O", "H", "H", "H", "C", "N", "C", "H", "H", "H", "H", "H", "H", "H"], "positions_angstrom": [[2.1813, 0.1542, -0.8564], [1.4930, -0.3950, 0.1776], [1.5615, 0.8790, -1.4338], [2.4964, -0.6145, -1.6467], [3.2497, 0.5337, -0.5343], [-1.8855, 0.0846, -0.8111], [-0.8010, 0.3703, 0.1556], [-1.0154, -0.1542, 1.5098], [-2.7710, 0.7974, -0.6033], [-2.1221, -0.9916, -0.8326], [-1.5482, 0.1985, -1.9029], [0.0652, -0.1556, -0.2628], [-1.8538, 0.3441, 2.1514], [-1.0467, -1.1976, 1.6480], [-0.0506, 0.2674, 1.8538]], "lowdin_charge": [-0.431, -0.414, 0.037, 0.027, 0.050, -0.212, -0.235, -0.201, 0.067, 0.041, 0.066, 0.032, 0.078, 0.030, 0.062], "orbital_gap_ev": 7.053, "charge": -1, "homo_ha": -0.0970}

Which one sits at the bottom of the stability order? *x* does.

*w*
{"formula": "C3H10NO", "method": "ωB97M-V/def2-TZVPD", "symbols": ["C", "O", "C", "C", "H", "H", "H", "H", "H", "H", "H", "N", "H", "H", "H"], "positions_angstrom": [[2.0632, -0.0057, 0.4197], [2.3143, -1.3156, 0.6090], [0.6507, 0.3471, 0.9990], [-0.3510, -0.3520, 0.1145], [2.0009, 0.3315, -0.6594], [2.9374, 0.6503, 0.8806], [0.5226, 1.4466, 1.0903], [0.7116, -0.1150, 2.0327], [-1.3496, -0.4070, 0.5830], [0.0229, -1.3662, -0.0023], [-0.4780, 0.1581, -0.8483], [-3.6828, 1.0315, -1.6223], [-4.3799, 0.3357, -1.5581], [-2.8484, 0.6234, -2.0175], [-4.0525, 1.7100, -2.2169]], "lowdin_charge": [-0.594, -0.389, -0.310, -0.178, 0.063, 0.078, 0.078, 0.101, 0.050, 0.054, 0.048, 0.036, -0.016, 0.008, -0.030], "orbital_gap_ev": 5.461, "charge": -1, "homo_ha": -0.0741}

*x*
{"formula": "C3H10NO", "method": "ωB97M-V/def2-TZVPD", "symbols": ["C", "O", "H", "H", "H", "C", "N", "C", "H", "H", "H", "H", "H", "H", "H"], "positions_angstrom": [[2.3045, -1.0403, 0.0657], [1.8577, 0.1381, 0.5670], [2.8372, -0.9252, -0.9293], [3.0917, -1.5691, 0.6563], [1.4828, -1.7870, -0.0402], [-1.8880, -0.1172, 0.7040], [-0.7522, 0.7253, 0.4153], [-0.6658, 1.2363, -0.9311], [-2.8599, 0.0887, 0.2523], [-1.7138, -1.1836, 0.4482], [-2.0128, -0.1335, 1.7923], [0.1531, 0.2878, 0.7365], [-0.9113, 0.5276, -1.7328], [0.3572, 1.6002, -1.0309], [-1.2804, 2.1520, -0.9732]], "lowdin_charge": [-0.459, -0.426, 0.033, 0.019, 0.031, -0.199, -0.202, -0.190, 0.053, 0.058, 0.056, 0.048, 0.060, 0.063, 0.055], "orbital_gap_ev": 6.761, "charge": -1, "homo_ha": -0.0914}

Which one sits at the bottom of the stability order? *x* does.

*w*
{"formula": "C3H4F2", "method": "ωB97M-V/def2-TZVPD", "symbols": ["C", "C", "C", "H", "H", "H", "H", "F", "F"], "positions_angstrom": [[-0.5990, 0.3923, 0.3454], [0.1759, -0.8101, -0.1028], [0.6859, 0.5586, -0.2007], [-0.7383, 0.4615, 1.4450], [-0.4276, -1.2838, -1.0135], [0.2661, -1.8882, 0.4190], [1.4537, 0.6419, 0.6103], [-1.7976, 0.5804, -0.1135], [0.9810, 1.3474, -1.3891]], "lowdin_charge": [-0.385, -0.072, -0.228, 0.161, 0.150, 0.153, 0.165, 0.081, -0.025], "orbital_gap_ev": 11.400, "homo_ha": -0.3884, "smiles": "F[C@@H]1C[C@@H]1F"}

*x*
{"formula": "C3H4F2", "method": "ωB97M-V/def2-TZVPD", "symbols": ["C", "C", "C", "H", "H", "H", "H", "F", "F"], "positions_angstrom": [[-0.1250, -0.7921, 0.1404], [0.8397, 0.1987, -0.1990], [-0.6194, 0.6035, 0.1242], [1.7015, 0.8112, 0.1940], [0.7755, 0.4755, -1.2465], [-1.0887, 0.5263, -0.9357], [-0.8936, 1.2361, 1.0274], [0.2444, -1.3478, 1.4545], [-0.8345, -1.7113, -0.5592]], "lowdin_charge": [-0.503, -0.065, -0.040, 0.144, 0.095, 0.143, 0.139, -0.016, 0.102], "orbital_gap_ev": 11.812, "homo_ha": -0.3979, "smiles": "FC1(F)CC1"}

Which one sits at the bottom of the stability order? *w* does.